ORCA calculation (the ωB97M-V functional and the def2-TZVPD basis) on 2 unconnected molecules or ions with the total composition C5H13NO.

Values from the calculation:
- HOMO-LUMO gap (alpha / beta): 2.9917 / 8.1216 eV
- M: 103.16 g mol⁻¹
- HOMO level (alpha / beta): 0.981 / -4.349 eV
- <S²>: 0.7506

Structure (ORCA input):
```
! RIJCOSX wB97M-V def2-TZVPD def2/J DEFGRID3
* xyz -1 2
C -2.244 -0.672 0.313
N -0.961 -0.716 0.988
C 0.177 -0.695 0.105
C 1.309 -0.148 0.653
C 2.688 0.153 0.166
C -0.040 -0.892 -1.345
H -2.373 0.280 -0.280
H -2.357 -1.757 -0.098
H -3.130 -0.770 1.052
H -0.936 0.129 1.605
H 1.054 0.249 1.635
H 3.088 -0.534 -0.642
H 2.860 1.156 -0.183
H 3.372 0.308 1.014
H -1.041 -1.304 -1.452
H 0.661 -1.675 -1.840
H 0.207 -0.051 -2.016
H -0.201 1.885 0.353
H -1.349 2.425 -0.426
O -0.782 2.632 0.397
*
```

=====

ORCA calculation (the ωB97M-V functional and the def2-TZVPD basis) on C4H8N2O in the gas phase.

Values from the calculation:
- SMILES: C[C@](O)(C#N)CN
- HOMO-LUMO gap: 10.5850 eV
- M: 100.12 g mol⁻¹
- HOMO level: -9.934 eV

Structure (ORCA input):
```
! RIJCOSX wB97M-V def2-TZVPD def2/J DEFGRID3
* xyz 0 1
C 0.468 1.417 -0.456
C 0.523 0.018 0.153
O 0.330 0.172 1.553
C 1.849 -0.610 -0.068
N 2.862 -1.158 -0.187
C -0.591 -0.885 -0.454
N -1.908 -0.601 0.081
H 0.968 2.129 0.204
H -0.578 1.721 -0.565
H 0.946 1.429 -1.440
H 0.477 -0.680 1.988
H -0.351 -1.939 -0.273
H -0.605 -0.751 -1.542
H -2.267 0.277 -0.279
H -1.830 -0.478 1.088
*
```

=====

ORCA calculation (the ωB97M-V functional and the def2-TZVPD basis) on C20H27N3OS in the gas phase.

Values from the calculation:
- SMILES: COc1cccc(NC(=S)N(CCC(C)C)[C@@H](C)c2ccncc2)c1
- HOMO-LUMO gap: 8.5381 eV
- M: 357.52 g mol⁻¹
- HOMO level: -7.969 eV

Structure (ORCA input):
```
! RIJCOSX wB97M-V def2-TZVPD def2/J DEFGRID3
* xyz 0 1
C -2.113 4.607 -0.324
O -1.617 3.346 0.053
C -0.270 3.144 0.033
C 0.672 4.072 -0.394
C 2.019 3.744 -0.349
C 2.439 2.506 0.086
C 1.494 1.560 0.488
N 1.942 0.317 0.934
C 1.198 -0.812 1.168
S 1.517 -1.653 2.561
N 0.289 -1.219 0.253
C -0.683 -2.215 0.681
C -1.775 -1.571 1.538
C -2.862 -2.543 2.012
C -2.283 -3.680 2.850
C -3.687 -3.096 0.851
C 0.424 -1.051 -1.199
C -0.738 -0.253 -1.790
C 1.793 -0.562 -1.613
C 2.009 0.603 -2.337
C 3.307 0.925 -2.708
N 4.360 0.190 -2.409
C 4.157 -0.925 -1.725
C 2.905 -1.348 -1.316
C 0.149 1.892 0.483
H -3.193 4.549 -0.197
H -1.716 5.402 0.314
H -1.885 4.833 -1.371
H 0.377 5.047 -0.746
H 2.749 4.473 -0.665
H 3.489 2.257 0.112
H 2.797 0.345 1.477
H -0.166 -2.984 1.262
H -1.120 -2.674 -0.205
H -2.245 -0.764 0.969
H -1.299 -1.128 2.415
H -3.536 -1.961 2.653
H -1.609 -3.291 3.609
H -3.082 -4.227 3.346
H -1.733 -4.382 2.228
H -4.527 -3.672 1.231
H -4.079 -2.288 0.236
H -3.088 -3.753 0.224
H 0.353 -2.073 -1.609
H -0.727 0.778 -1.453
H -1.681 -0.703 -1.491
H -0.679 -0.277 -2.876
H 1.199 1.259 -2.608
H 3.510 1.826 -3.272
H 5.042 -1.505 -1.501
H 2.794 -2.269 -0.763
H -0.593 1.202 0.851
*
```

=====

ORCA calculation (the ωB97M-V functional and the def2-TZVPD basis) on a molecular structure, C8H14OSi2.

Values from the calculation:
- HOMO-LUMO gap: 9.7307 eV
- M: 182.37 g mol⁻¹
- HOMO level: -8.831 eV

Structure (ORCA input):
```
! RIJCOSX wB97M-V def2-TZVPD def2/J DEFGRID3
* xyz 0 1
C 2.935 -0.870 1.396
C 1.971 -0.578 0.278
C 2.346 0.219 -0.799
C 1.423 0.487 -1.806
C 0.134 -0.028 -1.745
C -0.250 -0.823 -0.670
C -1.661 -1.355 -0.554
Si -2.568 -0.366 0.759
O -3.006 1.105 0.112
Si -1.983 2.419 0.240
C 0.679 -1.093 0.341
H 2.630 -0.314 2.280
H 3.946 -0.579 1.142
H 2.895 -1.918 1.667
H 3.344 0.617 -0.857
H 1.730 1.102 -2.638
H -0.574 0.185 -2.530
H -1.624 -2.393 -0.229
H -2.164 -1.278 -1.510
H -1.729 -0.186 1.960
H -3.791 -1.086 1.180
H -2.640 3.453 1.064
H -1.737 2.935 -1.120
H -0.696 2.058 0.863
H 0.389 -1.712 1.175
*
```

=====

ORCA calculation (the ωB97M-V functional and the def2-TZVPD basis) on 9 unconnected molecules or ions with the total composition C22H50N4O13S4.

Values from the calculation:
- SMILES: CCOS(C)(=O)=O.CCOS(C)(=O)=O.CCOS(C)(=O)=O.CCOS(C)(=O)=O.CC#N.CC#N.CC#N.CC#N.CCO
- HOMO-LUMO gap: 9.9529 eV
- M: 706.93 g mol⁻¹
- HOMO level: -9.774 eV

Structure (ORCA input):
```
! RIJCOSX wB97M-V def2-TZVPD def2/J DEFGRID3
* xyz 0 1
C 0.427 -4.002 1.263
C 0.985 -5.293 1.820
O 1.391 -6.109 0.694
S 2.899 -6.678 0.626
C 3.398 -6.352 -1.081
O 3.741 -5.878 1.475
O 2.888 -8.121 0.753
H 0.224 -3.277 2.049
H -0.458 -4.187 0.655
H 1.117 -3.478 0.603
H 1.829 -5.039 2.465
H 0.331 -5.938 2.404
H 3.440 -5.277 -1.242
H 2.665 -6.783 -1.755
H 4.390 -6.792 -1.062
C 1.177 -0.723 3.303
C 2.104 -0.036 4.310
O 2.727 1.052 3.610
S 3.817 1.936 4.396
C 5.252 1.642 3.361
O 3.406 3.304 4.319
O 4.062 1.289 5.670
H 0.500 -1.419 3.789
H 1.686 -1.188 2.462
H 0.675 0.130 2.834
H 1.626 0.327 5.215
H 2.790 -0.832 4.616
H 6.107 1.901 3.981
H 5.218 2.259 2.466
H 5.253 0.590 3.092
C -1.430 1.018 -2.874
C -1.128 0.210 -1.634
O 0.222 -0.293 -1.718
S 1.005 -0.714 -0.369
C 1.598 0.924 0.113
O -0.064 -1.144 0.514
O 2.080 -1.589 -0.750
H -0.646 1.769 -3.001
H -2.366 1.558 -2.714
H -1.573 0.559 -3.850
H -1.320 0.737 -0.698
H -1.764 -0.679 -1.596
H 1.903 0.968 1.158
H 0.791 1.649 0.003
H 2.468 1.151 -0.495
C -4.266 1.230 0.266
C -4.149 2.491 -0.563
O -4.765 2.265 -1.816
S -5.068 3.559 -2.759
C -6.442 4.358 -1.835
O -3.918 4.399 -2.694
O -5.592 3.029 -3.985
H -5.256 0.791 0.113
H -4.121 1.353 1.340
H -3.567 0.421 0.031
H -4.585 3.318 0.008
H -3.092 2.757 -0.667
H -6.740 3.622 -1.089
H -7.258 4.497 -2.536
H -6.093 5.251 -1.329
C 2.142 0.629 -3.837
C 2.997 1.298 -4.806
N 3.662 1.770 -5.616
H 1.263 0.175 -4.287
H 1.727 1.229 -3.025
H 2.637 -0.134 -3.231
C -0.749 6.213 1.675
C -0.727 5.003 0.866
N -0.643 4.095 0.174
H -0.100 6.950 1.199
H -0.357 5.991 2.667
H -1.721 6.688 1.787
C 6.211 1.176 -2.022
C 5.389 1.686 -0.954
N 4.696 2.065 -0.122
H 5.597 1.175 -2.924
H 6.461 0.138 -1.794
H 7.115 1.771 -2.119
C -3.361 -0.601 -5.543
C -3.496 -1.302 -4.250
N -3.552 -1.868 -3.253
H -4.112 -0.909 -6.264
H -2.336 -0.745 -5.872
H -3.554 0.457 -5.355
C -3.187 -2.679 3.571
C -2.868 -1.701 2.473
O -2.408 -2.394 1.323
H -3.506 -2.128 4.473
H -2.299 -3.195 3.936
H -4.054 -3.319 3.423
H -2.150 -0.912 2.747
H -3.722 -1.057 2.204
H -1.528 -2.054 1.091
*
```

=====

ORCA calculation (the ωB97M-V functional and the def2-TZVPD basis) on C3H3NO in the gas phase.

Values from the calculation:
- SMILES: N=C=CC=O
- HOMO-LUMO gap (alpha / beta): 7.8304 / 7.8294 eV
- M: 69.06 g mol⁻¹
- HOMO level (alpha / beta): -8.627 / -8.626 eV

Structure (ORCA input):
```
! RIJCOSX wB97M-V def2-TZVPD def2/J DEFGRID3
* xyz 0 1
N -1.729 1.085 -0.097
C -0.922 0.225 0.028
C -0.025 -0.755 -0.103
C 1.322 -0.486 -0.103
O 1.795 1.164 0.079
H -2.210 1.697 0.537
H -0.380 -1.776 -0.161
H 2.150 -1.156 -0.180
*
```